{
  "formula": "C20H41As3BrFeINOS",
  "method": "ωB97M-V with the def2-TZVPD basis set",
  "charge": 1,
  "e_above_lowest_ev": 0.000,
  "gap_ev": [8.353, 8.244],
  "total_energy_ha": -12157.39744,
  "spin_multiplicity": 5,
  "species": ["Fe", "C", "As", "C", "C", "C", "C", "C", "As", "C", "C", "C", "As", "C", "C", "H", "H", "H", "H", "H", "H", "H", "H", "H", "H", "H", "H", "H", "H", "H", "H", "H", "H", "H", "H", "H", "H", "H", "H", "H", "H", "H", "C", "C", "S", "O", "C", "C", "H", "H", "H", "H", "H", "H", "H", "H", "H", "H", "I", "Br", "C", "C", "C", "C", "N", "C", "H", "H", "H", "H"],
  "coordinates": [[-0.561, -1.367, 0.572], [-3.455, 0.016, 2.737], [-2.247, 0.568, 1.302], [-3.540, 1.691, 0.345], [-1.219, 1.861, 2.387], [-0.078, 2.716, 1.790], [0.212, 3.793, 2.848], [1.223, 1.917, 1.609], [1.276, 0.254, 0.532], [2.006, 0.796, -1.203], [2.961, -0.407, 1.265], [-0.556, 3.345, 0.470], [0.178, 4.954, -0.498], [1.249, 5.992, 0.783], [1.751, 4.180, -1.399], [-4.047, 0.864, 3.082], [-2.892, -0.393, 3.572], [-4.130, -0.757, 2.371], [-3.929, 2.451, 1.022], [-4.366, 1.057, 0.023], [-3.114, 2.174, -0.532], [-0.822, 1.266, 3.215], [-1.966, 2.536, 2.814], [0.262, 3.348, 3.843], [-0.578, 4.545, 2.852], [1.163, 4.287, 2.659], [1.571, 1.594, 2.594], [1.993, 2.569, 1.191], [2.943, 1.333, -1.069], [1.317, 1.410, -1.778], [2.201, -0.122, -1.759], [3.664, 0.421, 1.359], [3.381, -1.152, 0.591], [2.808, -0.860, 2.243], [-1.600, 3.640, 0.610], [-0.562, 2.566, -0.304], [0.661, 6.364, 1.618], [1.617, 6.853, 0.224], [2.109, 5.435, 1.154], [1.458, 3.549, -2.236], [2.381, 3.612, -0.715], [2.335, 5.009, -1.796], [1.141, -5.731, -2.172], [2.078, -4.554, -1.966], [1.851, -3.588, -0.438], [0.474, -2.971, -0.548], [1.729, -4.921, 0.822], [0.362, -5.584, 0.910], [1.189, -6.052, -3.212], [0.111, -5.454, -1.952], [1.425, -6.580, -1.553], [1.963, -3.808, -2.754], [3.127, -4.859, -1.933], [1.969, -4.406, 1.752], [2.541, -5.615, 0.598], [-0.404, -4.920, 0.511], [0.109, -5.773, 1.952], [0.321, -6.528, 0.373], [-0.327, -2.158, 2.922], [-3.241, -3.360, -4.579], [-2.516, -1.932, -3.578], [-2.291, -0.701, -4.171], [-1.755, 0.311, -3.388], [-1.479, 0.048, -2.061], [-1.696, -1.141, -1.493], [-2.200, -2.120, -2.242], [-2.534, -0.540, -5.212], [-1.557, 1.289, -3.804], [-1.085, 0.819, -1.410], [-2.362, -3.076, -1.762]],
  "atomic_forces_ev_per_a": [[-0.671, -0.276, -1.361], [-0.058, -0.058, -0.038], [-0.094, 0.206, 0.516], [0.070, -0.071, -0.090], [-0.041, -0.042, -0.059], [0.058, -0.017, -0.112], [0.040, -0.032, -0.020], [-0.177, -0.134, -0.069], [1.013, 0.806, 0.048], [-0.128, -0.121, 0.034], [-0.046, -0.105, 0.027], [0.035, 0.169, 0.054], [0.126, -0.192, 0.012], [0.015, 0.010, -0.009], [-0.042, 0.023, 0.048], [0.044, 0.051, -0.051], [0.080, -0.002, -0.052], [0.018, 0.010, -0.034], [0.032, 0.006, 0.016], [0.019, -0.032, 0.018], [0.038, -0.021, 0.023], [-0.036, -0.029, -0.004], [-0.010, -0.003, -0.006], [-0.008, -0.022, -0.014], [0.003, 0.011, 0.039], [-0.058, 0.018, 0.032], [0.024, -0.040, -0.023], [0.033, -0.027, 0.031], [-0.021, 0.024, 0.029], [-0.023, -0.027, 0.056], [0.000, 0.006, -0.008], [-0.037, 0.045, -0.037], [-0.024, -0.015, -0.005], [-0.097, 0.009, -0.023], [0.005, -0.011, -0.026], [-0.072, 0.067, -0.077], [-0.036, -0.029, -0.024], [-0.017, -0.015, -0.030], [-0.022, 0.006, 0.010], [-0.030, 0.031, 0.017], [0.004, 0.035, -0.027], [-0.019, 0.017, -0.001], [-0.013, 0.034, -0.047], [-0.101, 0.109, 0.346], [0.342, -0.523, 0.079], [-0.678, 0.301, -0.090], [-0.038, 0.227, -0.146], [-0.065, 0.009, -0.007], [0.009, 0.009, -0.002], [-0.014, -0.020, -0.022], [-0.036, 0.022, 0.009], [0.056, 0.059, 0.023], [0.017, 0.032, -0.053], [0.030, 0.033, -0.031], [0.043, 0.029, -0.003], [-0.053, -0.014, 0.031], [0.040, 0.008, 0.024], [0.010, 0.035, -0.008], [0.108, -0.385, 0.814], [0.079, 0.124, 0.139], [-0.086, -0.094, -0.117], [0.008, -0.001, 0.071], [-0.035, -0.049, -0.033], [-0.100, 0.031, -0.025], [0.558, -0.072, 0.250], [-0.045, -0.128, 0.041], [0.017, -0.003, -0.008], [-0.017, 0.006, 0.010], [0.028, -0.002, -0.035], [0.043, -0.009, -0.023]]
}